1.
{
  "formula": "C8H17N",
  "method": "ωB97M-V with the def2-TZVPD basis set",
  "e_tot_ev": -10056.1960,
  "orbital_gap_ev": 7.02,
  "de_lowest_kj_mol": 513.7,
  "spin_multiplicity": 1,
  "symbols": ["C", "C", "C", "C", "C", "C", "N", "C", "C", "H", "H", "H", "H", "H", "H", "H", "H", "H", "H", "H", "H", "H", "H", "H", "H", "H"],
  "coordinates": [[0.22285, 0.23232, 0.42455], [-0.82749, -0.13480, -0.41811], [0.68630, 0.69202, -1.86887], [0.36456, 1.66179, 0.87597], [1.37816, -0.67508, 0.74071], [1.30157, -0.47039, -2.59756], [-1.10217, -1.39342, -0.85150], [-1.25014, -0.47930, 2.01970], [-2.16430, 0.28231, 2.60483], [-1.61422, 0.59413, -0.56765], [-0.68006, -2.17295, -0.37334], [-2.03020, -1.56405, -1.20051], [-0.10666, 1.19156, -2.42429], [1.40687, 1.43907, -1.54781], [-1.14710, -1.52024, 2.34474], [0.31823, 1.69950, 1.96383], [1.32188, 2.07656, 0.55766], [-0.42952, 2.29391, 0.47864], [2.28799, -0.30685, 0.26259], [1.54367, -0.68014, 1.81778], [1.21792, -1.70115, 0.41212], [1.68546, -0.18010, -3.58483], [0.57284, -1.26699, -2.76666], [2.14790, -0.89340, -2.05052], [-2.78860, -0.04555, 3.43969], [-2.31573, 1.32126, 2.30885]]
}

=====

2.
{
  "formula": "C8H17N2",
  "method": "ωB97M-V with the def2-TZVPD basis set",
  "e_tot_ev": -11541.9038,
  "orbital_gap_ev": 8.12,
  "total_charge": 1,
  "de_lowest_kj_mol": 414.0,
  "spin_multiplicity": 1,
  "symbols": ["C", "C", "C", "C", "C", "C", "C", "C", "N", "N", "H", "H", "H", "H", "H", "H", "H", "H", "H", "H", "H", "H", "H", "H", "H", "H", "H"],
  "coordinates": [[-0.84168, -1.20690, -0.13663], [1.17858, -0.32245, -1.42919], [0.45624, 0.42053, 1.34638], [-0.05809, -0.95608, 1.15293], [-0.35175, -0.24276, -1.16747], [0.64156, 0.83139, -0.75036], [-1.36539, 0.01872, -2.32329], [0.60729, 2.23809, -0.95951], [1.59446, 0.40464, 2.16292], [-0.66669, -1.50006, 2.35628], [-0.79617, -2.18714, -0.54943], [-2.01922, -1.04359, 0.13632], [1.81552, -1.07130, -0.88548], [1.51245, -0.18249, -2.40469], [-0.22647, 1.20893, 1.66897], [0.84359, -1.56479, 1.13146], [-2.35980, -0.26602, -1.98725], [-1.01286, -0.63935, -3.08078], [-1.44900, 1.03319, -2.68653], [0.91445, 2.75521, -1.81314], [1.00408, 2.81419, -0.15845], [-0.42815, 2.51896, -0.96885], [2.47839, 0.02734, 1.86597], [1.74673, 1.37090, 2.50661], [-0.81553, -0.62917, 2.83585], [-0.20822, -2.15694, 2.97562], [-1.59338, -1.92823, 2.10742]]
}

=====

Repeat the first record exactly.
{
  "formula": "C8H17N",
  "method": "ωB97M-V with the def2-TZVPD basis set",
  "e_tot_ev": -10056.1960,
  "orbital_gap_ev": 7.02,
  "de_lowest_kj_mol": 513.7,
  "spin_multiplicity": 1,
  "symbols": ["C", "C", "C", "C", "C", "C", "N", "C", "C", "H", "H", "H", "H", "H", "H", "H", "H", "H", "H", "H", "H", "H", "H", "H", "H", "H"],
  "coordinates": [[0.22285, 0.23232, 0.42455], [-0.82749, -0.13480, -0.41811], [0.68630, 0.69202, -1.86887], [0.36456, 1.66179, 0.87597], [1.37816, -0.67508, 0.74071], [1.30157, -0.47039, -2.59756], [-1.10217, -1.39342, -0.85150], [-1.25014, -0.47930, 2.01970], [-2.16430, 0.28231, 2.60483], [-1.61422, 0.59413, -0.56765], [-0.68006, -2.17295, -0.37334], [-2.03020, -1.56405, -1.20051], [-0.10666, 1.19156, -2.42429], [1.40687, 1.43907, -1.54781], [-1.14710, -1.52024, 2.34474], [0.31823, 1.69950, 1.96383], [1.32188, 2.07656, 0.55766], [-0.42952, 2.29391, 0.47864], [2.28799, -0.30685, 0.26259], [1.54367, -0.68014, 1.81778], [1.21792, -1.70115, 0.41212], [1.68546, -0.18010, -3.58483], [0.57284, -1.26699, -2.76666], [2.14790, -0.89340, -2.05052], [-2.78860, -0.04555, 3.43969], [-2.31573, 1.32126, 2.30885]]
}

=====

Question: What is the formula in the first record?
Answer: C8H17N